A cluster of 9 separate species, C29H73N9O9 in total at a distorted geometry, computed with ωB97M-V with the def2-TZVPD basis set.

Each line ends with the Mulliken charge.
Cartesian coordinates (Å):
C (38.70200, 28.19600, 32.41000)  -1.1273
C (38.65800, 29.32400, 33.39900)  -0.0181
C (37.34900, 30.09400, 33.41800)  -0.8061
O (37.42600, 30.65600, 32.15700)  -0.0545
C (36.30100, 31.62800, 31.92100)  -1.1126
N (38.90900, 28.89600, 34.79700)  -0.1248
H (38.11000, 28.49000, 35.21800)  0.3364
H (39.63100, 28.29100, 34.93100)  0.2931
H (39.12600, 29.83800, 35.25700)  0.4642
H (38.60200, 28.55400, 31.37200)  -0.0381
H (38.01300, 27.39500, 32.50000)  0.5226
H (39.69500, 27.75900, 32.54900)  0.4728
H (39.26500, 30.08300, 33.24100)  0.2375
H (37.14700, 30.94200, 34.16100)  0.3421
H (36.40500, 29.54600, 33.35500)  0.4137
H (36.40800, 32.47900, 32.47500)  0.5529
H (35.24000, 31.31800, 31.96200)  0.3916
H (36.41200, 31.99700, 30.80800)  0.2114
C (40.53700, 27.67500, 28.49500)  -2.5309
C (41.19600, 28.78300, 27.71000)  1.9081
C (41.15000, 30.15200, 28.47100)  -1.0595
O (39.81500, 30.35100, 28.68900)  0.0223
C (39.62100, 31.49800, 29.57900)  -0.2284
N (42.53100, 28.49500, 27.23600)  1.7705
H (42.52200, 27.69800, 26.53400)  0.1178
H (42.82700, 29.10600, 26.64100)  0.1743
H (43.17800, 28.30800, 28.11300)  -0.8816
H (41.21600, 27.54300, 29.38100)  0.0858
H (40.46500, 26.73900, 28.01600)  0.5012
H (39.67200, 27.73000, 28.86600)  0.9884
H (40.53500, 28.94900, 26.76600)  -0.9012
H (41.57300, 30.84900, 27.68500)  0.2868
H (41.90800, 30.20800, 29.17600)  0.5821
H (39.73000, 32.40200, 28.73900)  0.0956
H (40.36300, 31.43700, 30.33900)  0.4070
H (38.76100, 31.58500, 30.22700)  -0.2784
C (44.74900, 30.14200, 29.70300)  -1.3303
C (44.16000, 28.68900, 30.01500)  0.9387
O (43.57700, 28.48200, 31.11500)  -0.6884
N (44.44700, 27.79900, 29.14100)  -0.3896
C (44.10400, 26.33000, 29.36200)  -0.9766
H (44.29200, 30.50200, 28.80500)  0.2882
H (45.74000, 30.09400, 29.64700)  0.5651
H (44.58700, 30.77700, 30.54200)  0.3551
H (45.03400, 28.06300, 28.31500)  0.3187
H (43.32700, 25.90400, 28.86500)  0.2222
H (43.93300, 26.16800, 30.46000)  0.3045
H (44.95800, 25.78900, 29.12300)  0.4894
C (45.56000, 25.95900, 25.50900)  -1.1619
C (44.21000, 25.58000, 25.83300)  0.6100
O (43.23000, 26.35400, 25.63000)  -0.6687
N (43.89600, 24.40500, 26.30300)  -0.1312
C (42.69900, 23.84800, 26.71600)  -0.8292
H (45.66700, 25.22900, 24.70000)  0.4105
H (46.45000, 25.90600, 26.44800)  0.2946
H (45.67300, 26.99900, 25.31400)  0.0438
H (44.72800, 23.72300, 26.56400)  0.3480
H (41.94900, 24.69400, 27.07600)  0.0492
H (42.84900, 23.28600, 27.57000)  0.4252
H (42.35800, 23.23100, 25.94400)  0.4055
C (40.66400, 30.68300, 22.41600)  -1.3891
C (41.11400, 29.37700, 23.08600)  0.7457
O (41.13800, 29.41100, 24.29700)  -0.4767
N (41.39900, 28.34400, 22.29400)  -0.1926
C (41.68300, 26.99900, 22.79900)  -0.7205
H (39.64100, 30.67000, 22.50400)  0.3570
H (40.83500, 30.83000, 21.41000)  0.5172
H (41.05000, 31.63500, 22.81400)  0.0945
H (41.42900, 28.41500, 21.22800)  0.2880
H (41.00600, 26.81900, 23.56900)  0.1127
H (42.78500, 26.85600, 23.13500)  0.0973
H (41.50800, 26.36700, 22.01100)  0.5008
C (44.85500, 30.39400, 23.99700)  -0.8653
C (44.09400, 31.24300, 24.86800)  0.6702
O (44.02400, 30.98300, 26.12100)  -0.6868
N (43.43200, 32.22400, 24.33200)  -0.0919
C (42.57800, 33.08600, 24.99400)  -0.7425
H (44.97400, 29.27600, 24.46100)  -0.1260
H (45.74900, 30.87500, 23.60700)  0.4319
H (44.21000, 30.21100, 23.13200)  0.3274
H (43.61700, 32.32900, 23.27300)  0.3206
H (41.59700, 32.76900, 24.71900)  0.2248
H (42.94300, 34.05900, 24.60300)  0.3895
H (42.76900, 32.95200, 26.15600)  0.1593
C (40.29100, 38.14000, 31.25900)  -0.9366
C (39.49600, 36.80900, 31.36100)  0.6207
O (39.37400, 36.34400, 32.47900)  -0.6325
N (39.03100, 36.23900, 30.27300)  -0.3134
C (38.23400, 35.01300, 30.40100)  -0.9268
H (39.54700, 38.93200, 31.32700)  0.2850
H (40.76000, 38.15500, 30.12300)  0.2421
H (40.81900, 38.25100, 32.25200)  0.2974
H (38.94600, 36.97800, 29.32100)  0.3221
H (37.29900, 35.29600, 30.49500)  0.5079
H (38.62600, 34.28800, 31.21100)  0.2009
H (38.26900, 34.47600, 29.47600)  0.3417
C (36.22900, 28.97600, 28.74700)  -1.0760
C (36.40900, 27.68500, 29.52500)  0.9505
O (35.76100, 27.56400, 30.66800)  -0.7773
N (37.12600, 26.76200, 29.09800)  0.2191
C (37.54300, 25.48700, 29.80800)  -0.9692
H (35.73700, 28.93400, 27.92600)  0.6656
H (37.11400, 29.23300, 28.62100)  -0.1722
H (35.66900, 29.51800, 29.52100)  0.2753
H (37.44900, 26.73900, 28.11700)  0.3242
H (37.91100, 24.43800, 29.40100)  0.2686
H (36.72500, 25.19200, 30.46800)  0.4620
H (38.56800, 25.45900, 30.28400)  0.1798
C (37.94400, 28.51800, 24.78000)  -1.3886
C (38.12100, 27.16900, 25.38000)  0.6843
O (38.19800, 27.14100, 26.66000)  -0.7159
N (38.03300, 26.03100, 24.72800)  -0.1214
C (38.23300, 24.70200, 25.24300)  -1.3494
H (36.82900, 28.87200, 24.96300)  0.2563
H (38.13400, 28.38100, 23.76400)  0.4891
H (38.41600, 29.21900, 25.25900)  0.2850
H (37.61500, 26.06600, 23.79500)  0.2600
H (38.61700, 24.60300, 26.31700)  0.2391
H (39.06700, 24.54000, 24.81000)  0.6274
H (37.62800, 23.98500, 24.97500)  0.5205

Atoms 1-6, force components in eV/Å:
C 1.66 0.35 -0.60
C -4.48 -2.79 0.98
C -1.99 0.95 -0.46
O -2.14 2.75 -1.67
C 0.83 -1.58 -4.39
N -0.96 4.29 0.43

Lowest unoccupied orbital energy, hartree: -0.1587
Energy relative to the best compared isomer or geometry (same formula, charge and spin), kcal/mol: 60.0
Charge: +2
Total energy, eV: -63070.9980
Orbital gap, eV: 7.91
HOMO level, Eh: -0.4494